1) The following is a quantum chemistry calculation of the molecule CH3PSi, from OMol25.

Each atom is followed by the atoms it is bonded to, with distances in Å.
CARTESIAN COORDINATES (ANGSTROEM)
1 C 0.478 0.888 0.030  P2 1.697, Si3 1.944, H4 1.126
2 P 1.705 -0.282 -0.058  C1 1.697, Si3 2.294
3 Si -0.536 -0.771 0.009  C1 1.944, P2 2.294, H5 1.535, H6 1.490
4 H 0.853 1.948 0.092  C1 1.126
5 H -1.331 -1.181 1.257  Si3 1.535
6 H -1.169 -0.603 -1.330  Si3 1.490

The gap between HOMO and LUMO is 9.0 eV. Its total charge is 0. The lowest unoccupied orbital energy comes out at 0.129 eV. As for the molar mass: 74.09 g mol⁻¹. The value obtained for the highest occupied orbital energy is -0.3259 Eh.

Results of the Mulliken charge analysis, in e, for atoms 1 through 4: number 1, C, carries -0.314; number 2, P, carries -0.073; number 3, Si, carries 0.107; number 4, H, carries 0.352

---

2) The following is a quantum chemistry calculation of a cluster of 2 separate species, CH3PSi in total, from OMol25.

Each atom is followed by the atoms it is bonded to, with distances in Å.
CARTESIAN COORDINATES (ANGSTROEM)
1 C -0.835 0.842 0.132  Si2 1.889, P3 1.699, H4 1.127
2 Si 0.535 -0.336 -0.419  C1 1.889, P3 2.233, H5 1.390
3 P -1.691 -0.452 -0.558  C1 1.699, Si2 2.233
4 H -0.903 1.822 0.686  C1 1.127
5 H 1.377 0.593 -1.019  Si2 1.390
6 H 1.517 -2.470 1.178  no bonds

The gap between HOMO and LUMO (spin up / spin down) is 7.7 / 7.0 eV. Its total charge is 0. The lowest unoccupied orbital energy (spin up / spin down) comes out at -1.106 / -0.744 eV. As for the molar mass: 74.09 g mol⁻¹. The value obtained for the highest occupied orbital energy (spin up / spin down) is -0.3225 / -0.2861 Eh.

Results of the Mulliken charge analysis, in e, for atoms 1 through 4: number 1, C, carries -0.198; number 2, Si, carries 0.010; number 3, P, carries -0.079; number 4, H, carries 0.355

---

It is 1) that is the most stable of them.

---

1) The following is a quantum chemistry calculation of a cluster of 2 separate species, C2H3F2N in total, from OMol25.

Each atom is followed by the atoms it is bonded to, with distances in Å.
CARTESIAN COORDINATES (ANGSTROEM)
1 C 1.352 0.372 0.082  N3 1.342, H6 1.131, H7 1.079
2 C -0.891 -0.868 -0.063  N3 1.275, F4 1.293, H8 1.009
3 N 0.077 -0.044 0.029  C1 1.342, C2 1.275
4 F -2.142 -0.545 0.012  C2 1.293
5 F -1.174 1.490 -0.097  no bonds
6 H 1.936 0.552 1.033  C1 1.131
7 H 1.662 0.909 -0.801  C1 1.079
8 H -0.818 -1.865 -0.195  C2 1.009

The gap between HOMO and LUMO (spin up / spin down) is 8.2 / 8.6 eV. Its total charge is 0. The lowest unoccupied orbital energy (spin up / spin down) comes out at -0.597 / -0.564 eV. As for the molar mass: 79.05 g mol⁻¹. The value obtained for the highest occupied orbital energy (spin up / spin down) is -0.3247 / -0.3380 Eh.

Results of the Mulliken charge analysis, in e, for atoms 1 through 4: number 1, C, carries -0.217; number 2, C, carries 0.136; number 3, N, carries 0.033; number 4, F, carries -0.121

---

2) The following is a quantum chemistry calculation of a cluster of 2 separate species, C2H3F2N in total, from OMol25.

Each atom is followed by the atoms it is bonded to, with distances in Å.
CARTESIAN COORDINATES (ANGSTROEM)
1 C 2.287 0.091 0.423  N3 1.164
2 C -1.589 0.168 0.258  F4 1.351, F5 1.362, H6 1.053, H7 1.147
3 N 2.770 -0.162 -0.606  C1 1.164, H8 0.965
4 F -1.499 -0.809 1.186  C2 1.351
5 F -2.495 -0.254 -0.667  C2 1.362
6 H -0.589 0.304 -0.040  C2 1.053
7 H -1.958 1.005 0.950  C2 1.147
8 H 3.073 -0.342 -1.503  N3 0.965

The gap between HOMO and LUMO is 13.0 eV. Its total charge is 0. The lowest unoccupied orbital energy comes out at 1.037 eV. As for the molar mass: 79.05 g mol⁻¹. The value obtained for the highest occupied orbital energy is -0.4385 Eh.

Results of the Mulliken charge analysis, in e, for atoms 1 through 4: number 1, C, carries -0.145; number 2, C, carries 0.343; number 3, N, carries -0.141; number 4, F, carries -0.244

---

It is 2) that is the most stable of them.

---

1) The following is a quantum chemistry calculation of a cluster of 2 separate species, CH3O4S in total, from OMol25.

Each atom is followed by the atoms it is bonded to, with distances in Å.
CARTESIAN COORDINATES (ANGSTROEM)
1 C -0.746 -0.580 -1.246  S6 1.724, H7 1.081, H8 1.039
2 O 0.733 1.385 -2.252  S6 1.473
3 O 1.840 -0.314 -0.773  S6 1.489
4 O 1.276 0.623 1.966  O5 1.399, H9 0.981
5 O 0.792 1.756 1.303  O4 1.399
6 S 0.616 0.467 -1.105  C1 1.724, O2 1.473, O3 1.489
7 H -1.111 -1.225 -0.460  C1 1.081
8 H -1.433 0.081 -1.659  C1 1.039
9 H 2.251 0.692 2.047  O4 0.981

The gap between HOMO and LUMO (spin up / spin down) is 7.7 / 6.1 eV. Its total charge is -1. The lowest unoccupied orbital energy (spin up / spin down) comes out at 3.540 / 3.288 eV. As for the molar mass: 111.10 g mol⁻¹. The value obtained for the highest occupied orbital energy (spin up / spin down) is -0.1538 / -0.1050 Eh.

Results of the Mulliken charge analysis, in e, for atoms 1 through 4: number 1, C, carries -0.772; number 2, O, carries -0.611; number 3, O, carries -0.581; number 4, O, carries -0.303

---

2) The following is a quantum chemistry calculation of the ion CH3O4S with charge -1, from OMol25.

Each atom is followed by the atoms it is bonded to, with distances in Å.
CARTESIAN COORDINATES (ANGSTROEM)
1 C -1.796 -0.232 -0.062  S2 1.706, H7 1.061, H8 1.079
2 S -0.122 -0.543 0.039  C1 1.706, O3 1.467, O4 1.463, O5 1.863
3 O 0.219 -1.670 -0.836  S2 1.467
4 O 0.556 -0.601 1.335  S2 1.463
5 O 0.962 0.827 -0.609  S2 1.863, O6 1.424
6 O 2.024 1.286 0.220  O5 1.424, H9 0.998
7 H -2.230 0.691 0.228  C1 1.061
8 H -1.821 -0.273 -1.140  C1 1.079
9 H 2.209 0.515 0.826  O6 0.998

The gap between HOMO and LUMO is 8.1 eV. Its total charge is -1. The lowest unoccupied orbital energy comes out at 4.067 eV. As for the molar mass: 111.10 g mol⁻¹. The value obtained for the highest occupied orbital energy is -0.1493 Eh.

Results of the Mulliken charge analysis, in e, for atoms 1 through 4: number 1, C, carries -0.813; number 2, S, carries 1.069; number 3, O, carries -0.611; number 4, O, carries -0.757

---

It is 2) that is the most stable of them.

---

1) The following is a quantum chemistry calculation of the ion C4H7O2 with charge -1, from OMol25.

Each atom is followed by the atoms it is bonded to, with distances in Å.
CARTESIAN COORDINATES (ANGSTROEM)
1 C 0.620 -1.418 -0.543  C2 1.520, H7 1.094, H8 1.094, H9 1.086
2 C 0.650 0.101 -0.583  C1 1.520, C3 1.520, H10 1.100, H11 1.101
3 C -0.627 0.816 -0.172  C2 1.520, C4 1.556, H12 1.085, H13 1.095
4 C -0.874 0.906 1.361  C3 1.556, O5 1.248, O6 1.259
5 O -1.816 1.643 1.720  C4 1.248
6 O -0.111 0.211 2.083  C4 1.259
7 H -0.272 -1.858 -1.001  C1 1.094
8 H 0.468 -1.643 0.517  C1 1.094
9 H 1.581 -1.857 -0.790  C1 1.086
10 H 0.980 0.488 -1.557  C2 1.100
11 H 1.436 0.426 0.117  C2 1.101
12 H -1.463 0.325 -0.660  C3 1.085
13 H -0.573 1.862 -0.491  C3 1.095

The gap between HOMO and LUMO is 8.2 eV. Its total charge is -1. The lowest unoccupied orbital energy comes out at 4.297 eV. As for the molar mass: 87.10 g mol⁻¹. The value obtained for the highest occupied orbital energy is -0.1425 Eh.

Results of the Mulliken charge analysis, in e, for atoms 1 through 4: number 1, C, carries -1.100; number 2, C, carries -0.282; number 3, C, carries -0.556; number 4, C, carries 0.506

---

2) The following is a quantum chemistry calculation of a cluster of 2 separate species, C4H7O2 in total, from OMol25.

Each atom is followed by the atoms it is bonded to, with distances in Å.
CARTESIAN COORDINATES (ANGSTROEM)
1 O -0.242 1.932 3.117  C2 1.247
2 C -0.469 2.035 1.895  O1 1.247, H3 1.169
3 H -1.249 2.886 1.710  C2 1.169
4 C 0.940 0.804 -0.938  C5 1.338, H6 1.093, H7 1.092
5 C -0.081 -0.057 -0.870  C4 1.338, H8 1.095, C9 1.497
6 H 1.925 0.550 -0.536  C4 1.093
7 H 0.830 1.777 -1.420  C4 1.092
8 H -1.056 0.218 -1.286  C5 1.095
9 C 0.006 -1.430 -0.280  C5 1.497, O10 1.420, H11 1.105, H12 1.104
10 O -0.425 -2.381 -1.242  C9 1.420, H13 0.961
11 H -0.645 -1.472 0.612  C9 1.105
12 H 1.041 -1.639 0.043  C9 1.104
13 H -0.575 -3.224 -0.805  O10 0.961

The gap between HOMO and LUMO is 3.8 eV. Its total charge is -1. The lowest unoccupied orbital energy comes out at 3.371 eV. As for the molar mass: 87.10 g mol⁻¹. The value obtained for the highest occupied orbital energy is -0.0175 Eh.

Results of the Mulliken charge analysis, in e, for atoms 1 through 4: number 1, O, carries -0.563; number 2, C, carries -0.319; number 3, H, carries -0.043; number 4, C, carries -0.626

---

It is 1) that is the most stable of them.